[1]
{"formula": "C43H46CsF10IN12O6S2", "method": "ωB97M-V with the def2-TZVPD basis set", "homo_lumo_gap_ha": 0.16806, "energy_ev": -132996.702, "total_charge": -2, "fmax_ha_per_bohr": 0.0554, "homo_energy_ev": -1.70, "e_above_lowest_kcal_mol": 12.7, "species": ["Cs", "C", "C", "C", "C", "C", "N", "C", "C", "C", "N", "C", "C", "C", "C", "C", "C", "C", "C", "N", "C", "C", "C", "N", "C", "C", "C", "C", "O", "C", "O", "H", "H", "H", "H", "H", "H", "H", "H", "H", "H", "H", "H", "H", "H", "H", "H", "H", "H", "H", "H", "H", "H", "H", "H", "H", "H", "H", "H", "C", "C", "N", "C", "C", "C", "C", "N", "C", "C", "F", "C", "F", "C", "C", "F", "C", "F", "H", "H", "H", "H", "H", "H", "H", "H", "H", "H", "H", "H", "H", "H", "H", "F", "C", "F", "F", "S", "O", "O", "N", "S", "O", "O", "C", "F", "F", "F", "I", "C", "C", "N", "N", "C", "H", "H", "H", "N", "C", "N", "C", "N"], "coordinates": [[-0.683, -0.532, 1.238], [5.711, 2.641, -3.437], [4.388, 2.618, -2.731], [3.786, 3.727, -2.247], [2.510, 3.690, -1.583], [1.933, 4.913, -1.290], [0.686, 5.280, -0.973], [-0.557, 4.518, -1.107], [-0.739, 4.002, -2.538], [-1.536, 2.713, -2.604], [-2.950, 2.925, -2.360], [-3.931, 2.068, -2.657], [-3.873, 0.709, -2.895], [-4.960, 0.115, -3.630], [-4.981, -1.195, -3.952], [-6.060, -1.808, -4.793], [-3.911, -2.030, -3.470], [-2.891, -1.562, -2.716], [-1.845, -2.475, -2.172], [-0.749, -2.767, -2.730], [-0.401, -2.128, -3.990], [1.101, -2.199, -4.250], [1.934, -1.110, -3.583], [1.749, -1.114, -2.145], [1.989, -0.084, -1.454], [2.573, 1.217, -1.856], [3.733, 1.352, -2.540], [1.933, 2.388, -1.246], [1.016, 2.237, -0.439], [-2.835, -0.154, -2.330], [-2.000, 0.260, -1.511], [6.100, 3.657, -3.514], [5.633, 2.233, -4.448], [6.452, 2.037, -2.906], [4.254, 4.699, -2.384], [2.596, 5.771, -1.381], [0.573, 6.263, -0.796], [-1.357, 5.198, -0.808], [-0.535, 3.685, -0.413], [0.249, 3.753, -2.931], [-1.140, 4.784, -3.193], [-1.133, 1.998, -1.888], [-1.446, 2.246, -3.592], [-3.241, 3.850, -2.094], [-4.902, 2.547, -2.765], [-5.764, 0.767, -3.961], [-6.859, -1.087, -4.978], [-6.495, -2.680, -4.303], [-5.667, -2.133, -5.760], [-3.960, -3.092, -3.698], [-2.058, -2.961, -1.219], [-0.753, -1.088, -4.035], [-0.918, -2.667, -4.792], [1.281, -2.145, -5.329], [1.452, -3.176, -3.910], [1.691, -0.124, -4.009], [2.989, -1.301, -3.815], [1.758, -0.119, -0.392], [4.228, 0.465, -2.922], [5.437, -1.919, 1.025], [4.123, -1.160, 0.804], [3.673, -0.309, 1.889], [4.475, 0.871, 2.122], [4.383, 1.874, 0.981], [3.335, -1.063, 3.086], [2.588, -0.285, 4.171], [1.531, 0.498, 3.595], [0.869, 1.330, 4.357], [-0.074, 2.215, 3.717], [-0.173, 2.104, 2.370], [-0.798, 3.182, 4.348], [-1.630, 3.962, 3.602], [-0.716, 3.410, 5.719], [0.153, 2.561, 6.384], [0.262, 2.683, 7.735], [0.899, 1.581, 5.772], [1.679, 0.809, 6.587], [5.690, -2.497, 0.134], [5.357, -2.618, 1.858], [6.270, -1.242, 1.231], [3.326, -1.881, 0.599], [4.215, -0.550, -0.101], [5.538, 0.630, 2.330], [4.093, 1.351, 3.022], [4.860, 1.521, 0.064], [4.867, 2.813, 1.259], [3.331, 2.075, 0.772], [4.227, -1.518, 3.559], [2.714, -1.898, 2.756], [3.302, 0.325, 4.746], [2.231, -1.052, 4.876], [-1.331, 4.130, 6.232], [1.147, -5.839, 0.102], [0.202, -5.277, 0.858], [-0.771, -4.862, 0.068], [-0.279, -6.218, 1.676], [0.955, -3.870, 1.838], [0.601, -2.692, 1.079], [2.328, -4.244, 1.972], [0.249, -3.863, 3.251], [-1.153, -3.122, 3.319], [-1.060, -1.708, 3.556], [-2.071, -3.531, 2.293], [-1.794, -3.868, 4.889], [-1.950, -5.184, 4.767], [-2.987, -3.334, 5.161], [-0.987, -3.628, 5.916], [-2.957, 0.245, 5.793], [-3.584, 0.082, 3.843], [-4.122, -1.030, 3.231], [-4.272, -0.713, 1.936], [-3.872, 0.532, 1.658], [-3.447, 1.024, 2.813], [-4.368, -2.009, 3.602], [-4.647, -1.306, 1.205], [-3.017, 2.013, 2.866], [-5.541, -5.306, -3.364], [-6.072, -4.572, -2.632], [-6.786, -3.759, -1.871], [-6.076, -3.072, -0.999], [-5.544, -2.423, -0.194]]}



[2]
{"formula": "C43H46F2N4O3STi", "method": "ωB97M-V with the def2-TZVPD basis set", "homo_lumo_gap_ha": [0.17741, 0.25410], "energy_ev": -96821.208, "total_charge": 1, "fmax_ha_per_bohr": 0.0221, "homo_energy_ev": [-7.68, -9.75], "spin_multiplicity": 2, "e_above_lowest_kcal_mol": 13.4, "s_squared": 0.78, "species": ["Ti", "C", "C", "C", "C", "C", "N", "C", "C", "C", "N", "C", "C", "C", "C", "C", "C", "C", "C", "N", "C", "C", "C", "N", "C", "C", "C", "C", "O", "C", "O", "H", "H", "H", "H", "H", "H", "H", "H", "H", "H", "H", "H", "H", "H", "H", "H", "H", "H", "H", "H", "H", "H", "H", "H", "H", "H", "H", "H", "C", "C", "C", "C", "C", "C", "C", "C", "C", "C", "H", "H", "H", "H", "H", "H", "H", "F", "C", "F", "H", "C", "C", "C", "C", "C", "C", "C", "S", "C", "O", "H", "H", "H", "H", "H", "H", "H", "H", "H", "H"], "coordinates": [[0.650, -0.337, 0.371], [-5.999, 1.859, 1.810], [-4.719, 1.198, 1.367], [-4.641, 0.510, 0.166], [-3.481, -0.151, -0.297], [-3.570, -0.776, -1.578], [-2.942, -1.913, -2.015], [-2.424, -2.959, -1.157], [-3.429, -3.389, -0.087], [-2.813, -4.323, 0.932], [-1.767, -3.636, 1.714], [-1.027, -4.256, 2.569], [0.165, -3.761, 3.150], [0.895, -4.609, 4.008], [2.147, -4.291, 4.470], [2.927, -5.187, 5.399], [2.691, -3.085, 3.998], [2.026, -2.232, 3.143], [2.692, -1.020, 2.716], [2.342, -0.210, 1.792], [3.143, 1.029, 1.727], [2.230, 2.242, 1.963], [1.005, 1.884, 2.793], [0.032, 1.121, 1.983], [-1.180, 1.172, 2.379], [-2.365, 0.710, 1.677], [-3.566, 1.286, 2.124], [-2.320, -0.061, 0.517], [-1.160, -0.611, 0.116], [0.690, -2.508, 2.741], [-0.004, -1.679, 2.061], [-6.868, 1.375, 1.366], [-6.021, 2.911, 1.517], [-6.106, 1.818, 2.894], [-5.525, 0.451, -0.461], [-4.292, -0.364, -2.273], [-3.077, -2.143, -2.982], [-1.501, -2.632, -0.685], [-2.170, -3.807, -1.794], [-4.281, -3.891, -0.547], [-3.817, -2.508, 0.428], [-2.356, -5.184, 0.441], [-3.575, -4.692, 1.618], [-1.439, -2.698, 1.449], [-1.330, -5.274, 2.810], [0.444, -5.554, 4.301], [2.342, -6.058, 5.686], [3.211, -4.660, 6.311], [3.845, -5.542, 4.927], [3.697, -2.813, 4.311], [3.600, -0.783, 3.274], [3.608, 1.084, 0.749], [3.930, 0.989, 2.480], [1.904, 2.654, 1.006], [2.794, 3.021, 2.475], [0.530, 2.792, 3.164], [1.298, 1.292, 3.663], [-1.393, 1.732, 3.293], [-3.562, 1.855, 3.048], [-1.367, 0.128, -5.009], [-0.723, -0.837, -4.205], [-0.294, -0.505, -2.952], [-0.445, 0.799, -2.413], [0.028, 1.153, -1.099], [-0.194, 2.450, -0.701], [-0.835, 3.417, -1.520], [-1.294, 3.079, -2.751], [-1.103, 1.756, -3.227], [-1.556, 1.390, -4.520], [-1.711, -0.132, -6.002], [-0.572, -1.842, -4.581], [0.179, -1.261, -2.348], [0.111, 2.788, 0.279], [-0.968, 4.425, -1.142], [-1.807, 3.799, -3.379], [-2.057, 2.142, -5.121], [0.512, -3.368, -0.032], [1.316, -2.279, -0.411], [2.554, -2.574, 0.165], [1.469, -2.444, -1.478], [2.112, 6.348, -3.071], [2.342, 4.870, -2.905], [1.832, 3.962, -3.823], [2.019, 2.595, -3.659], [2.746, 2.140, -2.573], [3.279, 3.028, -1.642], [3.074, 4.383, -1.815], [2.868, 0.390, -2.365], [4.627, 0.185, -2.378], [2.511, 0.051, -0.923], [1.326, 6.545, -3.799], [3.021, 6.847, -3.415], [1.828, 6.808, -2.124], [1.254, 4.321, -4.667], [1.584, 1.891, -4.361], [3.839, 2.668, -0.788], [3.485, 5.082, -1.094], [5.086, 0.853, -1.650], [4.971, 0.417, -3.387], [4.830, -0.857, -2.134]]}



[3]
{"formula": "C43H46Li2O19S", "method": "ωB97M-V with the def2-TZVPD basis set", "homo_lumo_gap_ha": 0.21135, "energy_ev": -95476.800, "fmax_ha_per_bohr": 0.2469, "homo_energy_ev": -6.67, "e_above_lowest_kcal_mol": 10.4, "species": ["Li", "Li", "S", "O", "O", "O", "O", "C", "O", "H", "H", "H", "H", "C", "C", "C", "C", "C", "C", "O", "O", "H", "H", "H", "H", "H", "H", "C", "C", "C", "C", "C", "C", "O", "O", "H", "H", "H", "H", "H", "H", "C", "C", "C", "C", "C", "C", "O", "O", "H", "H", "H", "H", "H", "H", "C", "C", "C", "C", "C", "C", "O", "O", "H", "H", "H", "H", "H", "H", "C", "C", "C", "C", "C", "C", "O", "O", "H", "H", "H", "H", "H", "H", "C", "C", "C", "C", "C", "C", "O", "O", "H", "H", "H", "H", "H", "H", "C", "C", "C", "C", "C", "C", "O", "O", "H", "H", "H", "H", "H", "H"], "coordinates": [[2.059, -0.094, -3.081], [2.044, 0.119, 2.795], [0.691, -0.222, -0.150], [-0.123, 0.924, -0.047], [1.597, -0.051, 1.019], [-0.043, -1.483, -0.153], [1.405, -0.151, -1.396], [1.620, -2.958, -3.466], [2.777, -1.955, -3.568], [0.719, -2.378, -3.195], [1.713, -3.666, -2.626], [1.456, -3.428, -4.516], [3.496, -2.467, -4.140], [-3.264, 0.581, -0.978], [-4.398, 0.101, -1.748], [-5.720, 0.566, -1.426], [-5.948, 1.299, -0.269], [-4.874, 1.700, 0.578], [-3.484, 1.361, 0.219], [-2.480, 1.539, 0.995], [-6.718, -0.013, -2.141], [-2.180, 0.231, -1.084], [-4.117, -0.653, -2.535], [-6.900, 1.542, -0.037], [-5.164, 2.127, 1.434], [-1.632, 1.340, 0.846], [-7.564, 0.308, -1.799], [1.037, 3.814, -2.386], [1.767, 4.960, -2.824], [1.122, 5.817, -3.769], [-0.232, 5.550, -4.177], [-0.862, 4.384, -3.764], [-0.237, 3.487, -2.854], [-0.890, 2.367, -2.466], [1.584, 7.032, -4.281], [1.332, 3.134, -1.574], [2.794, 5.255, -2.532], [-0.909, 6.173, -4.867], [-1.995, 4.189, -3.975], [-0.232, 1.905, -1.933], [1.270, 7.277, -5.244], [-2.817, -4.879, -0.813], [-3.010, -6.099, -0.352], [-1.959, -7.008, -0.037], [-0.659, -6.711, -0.405], [-0.405, -5.292, -0.863], [-1.439, -4.471, -1.058], [-1.370, -3.192, -1.490], [-2.311, -8.213, 0.322], [-3.635, -4.066, -0.939], [-3.915, -6.570, -0.334], [0.166, -7.385, -0.257], [0.631, -5.227, -1.169], [-0.861, -2.673, -1.076], [-1.545, -8.902, 0.200], [-0.350, 4.654, 0.989], [-0.713, 5.987, 1.061], [-1.094, 6.537, 2.217], [-0.957, 5.830, 3.447], [-0.450, 4.494, 3.431], [-0.219, 3.878, 2.102], [0.327, 2.578, 2.076], [-1.454, 7.847, 2.245], [-0.210, 3.985, 0.089], [-0.786, 6.503, 0.229], [-1.207, 6.265, 4.609], [-0.261, 4.061, 4.309], [0.328, 2.198, 1.232], [-0.844, 8.466, 1.779], [-4.598, -2.731, 1.934], [-3.397, -2.160, 1.725], [-2.463, -1.915, 2.772], [-2.981, -1.980, 4.070], [-4.235, -2.425, 4.376], [-5.096, -2.791, 3.227], [-6.296, -3.255, 3.472], [-1.228, -1.508, 2.393], [-5.348, -2.905, 1.230], [-3.335, -2.010, 0.482], [-2.247, -1.876, 4.771], [-4.636, -2.483, 5.416], [-6.324, -3.435, 4.457], [-0.913, -1.486, 1.419], [6.179, 2.826, -1.613], [5.888, 1.613, -1.077], [4.607, 1.364, -0.310], [3.869, 2.492, 0.061], [4.340, 3.806, -0.366], [5.345, 3.965, -1.246], [5.761, 5.044, -1.792], [4.318, 0.124, 0.101], [6.736, 2.786, -2.313], [6.594, 0.713, -1.098], [3.073, 2.395, 0.926], [3.723, 4.681, -0.020], [5.590, 5.897, -1.248], [3.391, 0.076, 0.514], [4.756, -3.483, 0.658], [3.337, -3.224, 0.664], [2.542, -3.844, 1.612], [3.037, -4.692, 2.585], [4.456, -4.909, 2.628], [5.239, -4.253, 1.668], [6.606, -4.403, 1.677], [1.143, -3.487, 1.645], [5.443, -3.062, 0.010], [2.841, -2.598, -0.010], [2.369, -5.129, 3.370], [4.925, -5.442, 3.571], [6.840, -5.129, 2.451], [0.653, -3.326, 0.785]]}



[4]
{"formula": "C43H47As2BiN5S", "method": "ωB97M-V with the def2-TZVPD basis set", "homo_lumo_gap_ha": 0.29896, "energy_ev": -191146.617, "total_charge": 1, "fmax_ha_per_bohr": 0.0978, "homo_energy_ev": -10.32, "e_above_lowest_kcal_mol": 46.4, "species": ["Bi", "S", "C", "C", "C", "C", "C", "C", "N", "C", "C", "C", "C", "C", "C", "C", "H", "H", "H", "H", "H", "H", "H", "H", "C", "As", "C", "C", "C", "C", "C", "C", "C", "As", "C", "C", "H", "H", "H", "H", "H", "H", "H", "H", "H", "H", "H", "H", "H", "H", "H", "H", "N", "C", "C", "C", "C", "C", "C", "C", "H", "H", "H", "H", "C", "N", "C", "C", "C", "C", "C", "C", "C", "C", "H", "H", "H", "H", "H", "H", "H", "H", "H", "H", "H", "H", "H", "C", "N", "C", "C", "N", "C", "H", "H", "H", "H", "H", "H"], "coordinates": [[-19.765, -6.078, 9.646], [-23.392, -3.259, 8.453], [-22.545, -2.607, 7.065], [-22.767, -1.373, 6.474], [-22.036, -1.135, 5.274], [-21.059, -2.028, 4.838], [-20.945, -3.240, 5.412], [-21.737, -3.626, 6.531], [-21.642, -4.804, 7.228], [-22.560, -4.762, 8.222], [-22.836, -5.941, 9.060], [-24.177, -6.343, 9.268], [-24.533, -7.352, 10.182], [-23.606, -7.873, 11.044], [-22.279, -7.508, 10.810], [-21.891, -6.582, 9.793], [-23.425, -0.606, 6.874], [-22.130, -0.171, 4.839], [-20.409, -1.807, 3.989], [-20.188, -3.864, 5.021], [-24.954, -5.771, 8.715], [-25.584, -7.671, 10.174], [-23.909, -8.479, 11.870], [-21.493, -7.936, 11.506], [-19.939, -10.906, 9.041], [-19.351, -9.080, 8.680], [-20.779, -8.651, 7.461], [-17.953, -9.361, 7.321], [-18.264, -10.093, 6.148], [-17.447, -10.226, 5.060], [-16.264, -9.521, 5.122], [-15.892, -8.784, 6.250], [-16.684, -8.690, 7.406], [-16.186, -7.782, 9.019], [-15.867, -9.460, 10.015], [-14.334, -7.295, 8.676], [-20.570, -11.266, 8.188], [-20.495, -10.980, 10.061], [-18.993, -11.587, 9.014], [-20.536, -8.971, 6.471], [-20.827, -7.552, 7.261], [-21.757, -8.892, 7.805], [-19.256, -10.626, 6.193], [-17.722, -10.931, 4.260], [-15.524, -9.443, 4.347], [-14.865, -8.297, 6.291], [-15.109, -10.076, 9.565], [-16.807, -10.004, 10.144], [-15.488, -9.262, 11.052], [-13.728, -8.152, 8.437], [-13.856, -6.630, 9.474], [-14.409, -6.663, 7.826], [-18.195, -8.199, 16.815], [-18.451, -8.008, 15.692], [-18.716, -7.565, 14.289], [-17.984, -8.125, 13.232], [-18.285, -7.680, 11.884], [-19.299, -6.725, 11.722], [-20.064, -6.332, 12.824], [-19.741, -6.652, 14.133], [-17.253, -8.848, 13.412], [-17.746, -8.051, 11.014], [-20.887, -5.628, 12.660], [-20.456, -6.347, 14.872], [-16.555, -1.892, 8.126], [-17.370, -3.044, 8.286], [-18.680, -2.749, 7.587], [-17.575, -3.380, 9.859], [-18.911, -3.039, 10.539], [-19.102, -1.822, 11.255], [-20.271, -1.562, 11.957], [-21.325, -2.458, 11.840], [-21.169, -3.656, 11.116], [-19.966, -3.972, 10.502], [-16.548, -1.508, 7.104], [-15.490, -2.088, 8.453], [-16.864, -1.132, 8.816], [-17.013, -3.814, 7.815], [-19.334, -2.001, 8.082], [-19.263, -3.664, 7.744], [-18.479, -2.459, 6.575], [-16.819, -2.741, 10.390], [-17.290, -4.447, 9.975], [-18.315, -1.034, 11.240], [-20.354, -0.681, 12.570], [-22.289, -2.230, 12.349], [-21.974, -4.437, 11.238], [-17.186, -6.237, 2.824], [-17.415, -5.972, 4.236], [-18.373, -6.439, 5.086], [-18.177, -5.793, 6.298], [-17.094, -5.017, 6.155], [-16.638, -5.109, 4.923], [-18.128, -6.051, 2.279], [-16.770, -7.233, 2.649], [-16.425, -5.548, 2.457], [-19.113, -7.185, 4.820], [-18.777, -5.814, 7.161], [-15.816, -4.485, 4.586]]}